Formula: C50H136N10O15
Source: the Open Molecules 2025 dataset
Level of theory: ωB97M-V/def2-TZVPD

Calculated values
LUMO = 0.0112 Eh
orbital gap = 8.64 eV
largest force on an atom = 4.38 eV Å⁻¹
energy relative to the best compared isomer or geometry (same formula, charge and spin) = 4.974 eV

Each line ends with the Löwdin charge.
Element x y z (Å)
C -2.322197 0.270886 6.343788  -0.107
C -2.117683 0.877758 4.996655  -0.319
O -2.334716 2.267073 5.158573  -0.087
H -1.749693 0.677970 7.177230  0.079
H -2.134729 -0.801319 6.286115  0.067
H -3.335559 0.296207 6.744498  0.073
H -2.818154 0.485454 4.259404  0.103
H -1.097437 0.756562 4.632653  0.098
H -3.054397 2.481216 4.560415  0.031
C 7.698994 0.492914 -2.870934  -0.105
C 7.124731 1.853308 -2.728643  -0.336
O 7.132374 2.139979 -1.339787  -0.085
H 8.745483 0.414886 -2.576161  0.082
H 7.674190 0.332269 -3.948746  0.074
H 7.015095 -0.252321 -2.464745  0.082
H 6.103748 1.796093 -3.106042  0.107
H 7.635034 2.661839 -3.252073  0.112
H 7.992929 1.833794 -1.044312  0.072
C 0.232326 0.696457 -0.123942  -0.087
C 0.967516 -0.198713 -1.122427  -0.309
O 2.008456 -0.849957 -0.408294  -0.073
H -0.124399 0.118505 0.728601  0.075
H -0.661878 1.093272 -0.604609  0.059
H 0.873551 1.484893 0.270114  0.072
H 1.294948 0.537937 -1.856074  0.092
H 0.284030 -0.945673 -1.526157  0.081
H 2.631294 -1.388669 -0.901722  0.044
C -7.982984 8.463053 2.614910  -0.055
O -6.911084 7.662888 1.954900  -0.195
C -6.087240 6.860528 2.840847  -0.227
C -4.985704 6.346239 2.006118  -0.227
N -4.225789 7.470113 1.419838  -0.045
C -3.143462 6.953556 0.493740  -0.170
C -2.050909 6.033800 1.109112  -0.194
O -2.088973 4.703042 0.584694  -0.229
C -1.679265 3.617870 1.436426  -0.073
H -8.157860 9.439925 2.164091  0.081
H -7.592802 8.677779 3.609770  0.072
H -8.914192 7.939461 2.831234  0.077
H -6.710102 6.071953 3.263089  0.114
H -5.626720 7.275238 3.737537  0.125
H -5.337533 5.760230 1.157056  0.109
H -4.233678 5.810570 2.585440  0.115
H -4.854826 7.994232 0.828481  0.093
H -2.683432 7.883665 0.160021  0.104
H -3.436580 6.569750 -0.483443  0.101
H -2.013416 6.147549 2.192512  0.122
H -1.059619 6.306094 0.746756  0.110
H -2.149558 3.571658 2.418664  0.075
H -0.617942 3.787908 1.617513  0.077
H -1.684104 2.692340 0.860692  0.071
C 7.632778 4.331691 4.868806  -0.090
O 6.878663 5.173335 3.939362  -0.196
C 7.475686 5.306149 2.637381  -0.210
C 6.713748 6.046192 1.502852  -0.240
N 5.346715 5.778748 1.519895  -0.063
C 4.851612 4.456034 1.010062  -0.149
C 3.429464 4.613251 0.372954  -0.206
O 3.357977 5.898599 -0.211319  -0.213
C 2.430633 5.919250 -1.301376  -0.079
H 7.872035 3.354281 4.449845  0.084
H 7.221473 4.179759 5.866718  0.076
H 8.452701 4.940694 5.249515  0.077
H 7.642168 4.299605 2.253646  0.100
H 8.498868 5.664085 2.751729  0.111
H 7.271754 5.915125 0.575731  0.117
H 6.677871 7.108603 1.743923  0.118
H 4.862873 6.273120 0.783961  0.078
H 4.794943 3.733577 1.824273  0.107
H 5.599202 4.005770 0.357005  0.098
H 2.631947 4.417677 1.089765  0.114
H 3.232726 3.793933 -0.318508  0.106
H 2.704651 6.894670 -1.703338  0.097
H 1.394848 5.764213 -0.999376  0.081
H 2.645644 5.114834 -2.004776  0.079
C 7.708836 -8.405042 -1.163721  -0.074
C 7.156688 -7.032256 -0.652173  -0.416
C 5.659429 -7.017496 -0.611977  -0.163
O 5.220219 -5.603112 -0.375725  -0.210
C 3.854912 -5.432476 -0.057240  -0.129
N 7.755224 -6.910338 0.730422  0.043
H 8.786911 -8.300021 -1.285417  0.070
H 7.271459 -8.640206 -2.134033  0.066
H 7.511417 -9.114912 -0.360475  0.073
H 7.532795 -6.309127 -1.375863  0.132
H 5.242610 -7.717296 0.112335  0.132
H 5.284984 -7.286571 -1.599644  0.115
H 3.824729 -5.946160 0.903649  0.091
H 3.165731 -5.943122 -0.729829  0.060
H 3.680997 -4.374511 0.139176  0.079
H 8.463382 -6.192162 0.677119  0.064
H 7.010838 -6.551912 1.311391  0.057
C 3.687351 -3.000556 2.977067  -0.063
C 3.171622 -1.875158 3.873864  -0.419
C 2.979697 -2.255201 5.383006  -0.226
O 2.324100 -1.402840 6.246162  -0.157
C 1.081186 -0.945112 5.692568  -0.106
N 4.170794 -0.808622 3.808102  0.021
H 3.068150 -3.891507 2.872686  0.075
H 4.557498 -3.470746 3.435161  0.080
H 4.030379 -2.604931 2.021081  0.068
H 2.317309 -1.374905 3.417809  0.116
H 3.948569 -2.355684 5.872175  0.130
H 2.476658 -3.221979 5.363099  0.117
H 0.448766 -0.496728 6.458793  0.073
H 0.401510 -1.659604 5.228194  0.092
H 1.296154 -0.191130 4.935345  0.076
H 3.913263 0.118114 4.116223  0.069
H 4.381183 -0.686480 2.827839  0.055
C -6.508654 0.655573 3.120068  -0.055
C -5.479390 1.535508 2.329839  -0.380
C -5.868529 2.074478 0.959089  -0.187
O -4.841643 2.976103 0.551261  -0.218
C -5.026235 3.587411 -0.706125  -0.091
N -5.144677 2.668044 3.263197  0.053
H -6.772406 -0.164785 2.452565  0.061
H -7.418800 1.220993 3.320159  0.069
H -6.229295 0.306475 4.114146  0.073
H -4.599676 0.902770 2.212168  0.117
H -6.815824 2.591419 1.112390  0.127
H -6.059371 1.276713 0.241269  0.123
H -5.038606 2.739882 -1.391423  0.086
H -4.289186 4.385091 -0.798773  0.064
H -5.900434 4.237928 -0.679664  0.087
H -4.605316 3.323129 2.715421  0.034
H -5.937120 3.257655 3.474142  0.067
C -5.637850 -3.743920 2.753503  -0.060
C -4.276861 -3.611864 2.129774  -0.463
C -4.192833 -2.729293 0.959503  -0.191
O -2.912554 -2.815083 0.295830  -0.185
C -2.740789 -1.982612 -0.762667  -0.122
N -3.386982 -3.265298 3.240149  0.054
H -6.360879 -4.300610 2.157343  0.081
H -5.962161 -2.745589 3.047197  0.073
H -5.587625 -4.410936 3.614112  0.086
H -3.927073 -4.601537 1.836028  0.135
H -4.546328 -1.706506 1.090041  0.123
H -4.956300 -3.051076 0.251222  0.114
H -3.515013 -2.209441 -1.495625  0.084
H -1.719858 -2.096416 -1.127158  0.078
H -2.785962 -0.961700 -0.383453  0.088
H -2.618326 -2.728133 2.865017  0.064
H -3.853278 -2.584081 3.822057  0.055
C -2.469227 3.718171 -3.271792  -0.089
C -1.601056 3.354500 -4.388044  -0.399
C -0.354808 2.373679 -4.125883  -0.103
O 0.166933 1.827828 -5.399031  -0.214
C 1.198656 0.897760 -5.169876  -0.127
N -2.481013 2.746992 -5.420648  0.031
H -3.198249 4.503520 -3.471389  0.091
H -1.875087 4.213130 -2.503612  0.076
H -2.958843 2.887232 -2.763934  0.069
H -1.190558 4.243968 -4.866018  0.133
H -0.605293 1.438348 -3.625364  0.113
H 0.433518 2.927204 -3.615749  0.119
H 2.029921 1.110402 -5.842103  0.091
H 0.868772 -0.138265 -5.246863  0.077
H 1.628940 0.983910 -4.172113  0.064
H -1.735412 2.409523 -6.012490  0.054
H -2.810777 3.405322 -6.111998  0.082
C -1.834590 -6.033478 -0.733628  -0.046
C -0.478968 -6.684602 -0.514649  -0.384
C 0.308347 -7.518930 -1.557758  -0.227
O 1.628864 -7.869050 -1.266839  -0.184
C 2.099360 -8.749972 -2.270639  -0.112
N 0.375711 -5.600984 0.048259  0.043
H -1.773789 -5.562668 -1.714825  0.078
H -2.272303 -5.409396 0.045491  0.068
H -2.511689 -6.873320 -0.889492  0.073
H -0.412916 -7.275680 0.398787  0.129
H 0.340166 -7.035549 -2.534198  0.092
H -0.227480 -8.416597 -1.866275  0.114
H 2.070627 -8.403868 -3.303838  0.081
H 1.429377 -9.609744 -2.272709  0.084
H 3.110823 -9.132664 -2.134310  0.086
H 0.240965 -4.741793 -0.465288  0.050
H 1.327700 -5.926314 -0.041061  0.021
C -5.383504 1.313036 -4.398754  -0.087
C -4.715223 0.068498 -3.760361  -0.404
C -5.737297 -1.112096 -3.442192  -0.197
O -6.566027 -0.761090 -2.369151  -0.212
C -7.449993 -1.790365 -1.814583  -0.057
N -3.716894 -0.180330 -4.747445  0.016
H -5.902041 1.021117 -5.311990  0.080
H -4.719531 2.156998 -4.585750  0.042
H -6.097072 1.871772 -3.793174  0.061
H -4.123986 0.373578 -2.896949  0.122
H -5.175408 -2.000958 -3.155277  0.100
H -6.263637 -1.341539 -4.368700  0.119
H -8.337633 -1.305008 -1.408832  0.082
H -6.806456 -2.105205 -0.993106  0.064
H -7.778075 -2.622684 -2.437240  0.087
H -4.108681 -0.004569 -5.661616  0.063
H -3.041174 0.554985 -4.596454  0.035
C 0.647314 -3.031719 -3.574948  -0.034
C 2.060156 -3.728689 -3.736931  -0.403
C 3.101786 -3.305247 -2.688265  -0.138
O 3.540181 -1.895614 -2.699680  -0.191
C 3.879107 -1.450598 -3.974121  -0.120
N 1.707984 -5.164341 -3.633663  0.050
H -0.060381 -3.409159 -4.313061  0.078
H 0.717757 -1.950465 -3.693390  0.050
H 0.330602 -3.270265 -2.559615  0.061
H 2.403112 -3.455751 -4.734929  0.115
H 3.969037 -3.953367 -2.814435  0.126
H 2.646359 -3.528887 -1.723552  0.103
H 4.423091 -2.247239 -4.481617  0.086
H 4.556458 -0.599620 -3.902439  0.093
H 3.063024 -1.467508 -4.696489  0.071
H 1.015818 -5.353144 -4.344552  0.073
H 2.528018 -5.668901 -3.938735  0.073

Cartesian forces, eV/Å:
-0.360 -1.690 0.921
-0.019 0.847 0.587
-0.139 0.648 -0.620
0.526 0.220 -0.468
0.369 -0.229 0.121
-0.375 0.435 -0.571
0.016 -0.277 -0.053
0.093 -0.356 -0.027
-0.371 0.404 0.032
0.017 -0.365 -2.119
-0.169 0.089 0.951
-0.503 0.643 0.346
-0.141 -0.169 0.359
0.325 -0.508 -0.294
0.411 0.006 0.466
-0.212 0.391 0.303
0.232 -0.188 -0.335
0.001 0.109 0.346
-0.308 -0.786 0.228
0.099 0.330 1.093
-0.110 0.407 0.798
0.056 -0.136 0.093
0.066 0.341 -0.083
-0.022 0.076 -0.215
0.507 -0.563 -0.668
-0.048 0.154 -0.372
-0.234 0.333 -0.866
1.939 -0.811 1.069
-1.032 1.094 1.156
-1.332 -0.173 0.026
1.199 0.406 -1.489
1.068 -1.277 -0.575
0.404 1.154 0.598
0.550 0.156 -0.898
-1.717 -1.023 0.571
1.284 1.258 -0.600
0.179 -0.439 -0.628
0.036 0.263 0.177
-0.007 -0.394 -0.725
-0.119 -0.465 -0.215
-0.276 1.338 -0.130
-0.311 -0.671 0.277
-0.395 -0.456 0.171
-0.181 0.213 0.083
0.534 0.075 0.268
-0.714 -0.782 0.141
-0.292 -0.471 0.201
0.057 1.063 0.183
-0.492 -0.075 -0.192
0.366 -0.079 0.414
-0.710 0.109 0.120
0.094 1.521 -0.460
-0.430 -0.297 0.413
0.635 -1.359 0.107
0.965 1.110 2.465
-3.503 -2.167 -1.497
0.343 -0.299 1.060
1.187 -0.485 0.847
-0.999 -1.317 -0.475
1.215 0.472 0.433
0.345 0.183 -0.138
-1.607 -0.052 -0.518
1.089 -0.299 -0.862
-0.125 -0.527 -0.080
0.112 0.627 -0.070
0.144 -0.367 -0.275
0.814 0.317 -0.120
0.487 1.572 0.396
-0.231 -0.011 0.234
-0.144 0.080 -0.753
-0.045 0.687 0.589
0.470 0.099 -0.724
-1.007 -0.070 -0.604
-0.129 0.506 0.245
0.287 0.014 -0.232
-0.579 1.157 0.264
1.430 -1.722 0.623
-0.803 2.211 -0.545
1.342 -1.289 -1.035
0.999 -1.136 1.418
-0.732 0.444 -1.287
-0.020 -0.112 0.059
-0.045 -0.419 0.053
-0.037 -0.349 -0.426
-0.213 0.551 0.319
-0.051 0.124 0.363
-0.167 -0.194 -0.100
-1.095 0.022 0.416
0.001 0.365 -0.380
-0.152 -0.101 -0.414
0.113 0.123 0.327
0.107 0.318 0.349
0.439 -0.647 0.976
0.124 1.466 0.695
0.691 -1.335 -1.320
-2.071 1.100 -0.364
0.020 0.780 0.335
1.544 0.110 -0.495
-0.736 0.485 -0.326
0.471 0.395 0.199
-0.343 -0.097 -0.104
-0.935 -0.997 0.207
0.287 -0.336 -0.532
-0.168 -0.397 0.194
0.517 0.156 0.310
0.529 -0.842 -0.087
-0.118 0.189 -0.037
-0.565 -0.184 0.449
0.312 0.164 -0.164
-0.330 0.677 -1.557
-0.160 0.257 2.313
-0.277 0.226 0.504
-0.014 -0.425 1.005
-0.322 0.229 1.006
0.883 -0.358 -0.747
-0.196 -0.346 0.312
-0.188 0.179 -0.282
0.768 -0.025 -0.343
0.389 0.259 0.053
-0.286 0.421 -0.275
0.253 -0.163 -0.302
-0.073 0.768 -0.948
0.870 -0.855 -0.376
-0.948 -0.618 -0.361
0.600 0.083 -0.218
-0.751 -0.444 0.173
-0.526 -0.622 -0.196
0.913 -1.275 1.532
-0.265 0.413 -2.487
-0.601 -1.668 2.975
0.041 1.026 -0.300
0.436 0.769 -0.057
-0.182 0.640 -0.555
-0.516 -0.124 0.074
0.400 0.417 0.366
-0.131 -0.165 -0.428
0.650 0.613 0.710
-0.169 -0.553 -0.472
0.161 0.449 -0.611
-0.163 -0.321 -0.341
-0.361 0.583 -0.455
0.603 -0.188 -0.117
-0.285 0.092 0.363
0.366 0.931 2.687
0.514 -0.755 -2.227
-1.044 -0.303 -1.364
-0.517 1.349 0.841
0.517 0.136 0.328
1.522 -0.883 -0.742
-0.213 -0.313 -0.661
0.227 -0.084 0.445
-0.055 -0.160 -0.314
0.472 0.315 0.436
-0.468 0.388 0.868
0.023 -0.067 0.135
-0.150 -0.196 -0.303
-0.208 -0.053 -0.327
-0.054 0.178 0.255
0.028 -1.357 -0.587
-0.701 0.945 0.567
-0.125 -2.289 -1.669
2.564 0.811 2.871
-2.009 0.497 -2.180
0.990 0.121 0.494
-0.432 -0.905 -0.012
0.155 0.039 -0.448
-0.259 0.638 0.096
0.798 0.071 0.005
-0.532 0.052 -0.059
-1.127 -0.927 -0.128
-0.079 0.890 -0.075
-0.485 -0.552 0.709
-0.191 0.860 -0.028
0.021 -0.395 -0.008
0.004 0.438 0.714
0.328 0.156 -0.247
0.251 0.476 0.074
-1.528 0.960 1.560
-1.534 1.416 -0.183
1.635 0.633 -0.122
-1.500 0.280 -0.431
1.561 1.118 0.491
1.402 -2.095 -0.435
0.062 0.001 -0.122
0.718 -0.727 -0.416
-0.748 -0.566 0.413
-0.584 -0.248 0.651
0.362 -0.214 -0.193
-0.393 0.007 -0.116
0.132 0.171 -0.123
-0.622 -0.898 0.292
0.438 0.187 -0.453
0.168 -0.093 -0.208
0.255 -0.012 -0.496
1.666 0.038 0.305
-2.322 1.027 -0.348
-0.386 0.318 -0.307
-1.311 -1.590 0.619
0.801 -1.508 -0.939
1.332 0.584 0.060
0.028 -0.086 0.088
-0.022 0.035 0.081
-0.372 0.077 -0.041
0.297 -0.191 -0.199
0.341 0.057 0.075
0.242 0.339 0.179
1.020 -0.226 0.102
-0.641 0.261 -0.147
-0.624 1.383 0.325
-0.235 -0.014 -0.046
0.203 -0.549 0.109